ORCA calculation (the ωB97M-V functional and the def2-TZVPD basis) on a 9-piece molecular cluster, C84H150N9O9P3 overall at a distorted geometry.

```
255
Properties=species:S:1:pos:R:3:forces:R:3:mulliken_charge:R:1
C -16.923294 4.694182 36.753260 -0.638 0.502 -0.865 -0.83
N -16.158202 4.566877 35.460932 -0.599 0.606 0.458 0.10
C -16.812001 4.871843 34.303249 1.052 -0.843 1.108 -0.39
C -16.121126 4.779256 33.120423 0.686 -0.453 -0.759 -0.68
C -14.808640 4.267712 33.073028 0.693 1.285 1.098 0.12
C -14.165371 4.066937 34.344736 0.171 -0.215 -1.857 -0.64
C -14.840514 4.272819 35.495405 -1.730 -0.793 0.353 -0.39
C -14.048125 4.176845 31.771866 -0.076 -0.544 -0.231 1.25
C -13.326478 3.016886 31.470118 0.059 0.735 1.008 -0.74
C -12.578389 2.922038 30.318762 -0.695 0.596 -1.132 -0.96
N -12.665755 3.902351 29.385110 -1.760 1.044 1.800 0.53
C -13.454684 5.016648 29.602122 1.272 -0.791 0.793 -0.71
C -14.080864 5.206878 30.811396 0.114 -0.662 0.712 -0.64
C -12.028023 3.776630 28.102564 -0.107 -1.086 -0.420 -0.97
H -17.943316 4.421487 36.482513 0.022 -0.121 0.442 0.31
H -16.925984 5.753866 37.008494 0.066 -0.088 0.206 0.39
H -16.558839 4.089992 37.584062 0.240 -0.074 -0.458 0.31
H -17.872169 5.068018 34.366182 -0.003 0.263 0.054 0.44
H -16.630669 5.043212 32.205488 -0.105 -0.113 -0.093 0.66
H -13.152365 3.721100 34.488322 0.206 0.043 -0.610 0.55
H -14.470666 3.979019 36.466635 0.223 0.393 0.055 0.48
H -13.259512 2.238198 32.215474 -0.069 -0.337 -0.241 0.84
H -12.054242 2.019620 30.040728 0.374 -0.082 0.103 0.75
H -13.465056 5.807279 28.866456 0.138 -0.281 -0.297 0.43
H -14.504959 6.163661 31.078040 -0.336 -0.003 -0.371 0.63
H -12.761077 3.248022 27.493208 0.009 0.432 -0.584 0.46
H -11.217497 3.056199 28.212673 0.396 0.619 -0.075 0.28
H -11.783501 4.781522 27.758328 0.273 -0.456 -0.256 0.28
C -13.188706 10.210408 31.406177 0.105 -0.111 1.289 -0.77
N -12.643904 9.233071 32.442087 1.809 0.622 -0.655 0.21
C -13.452254 8.569040 33.250653 -0.868 0.336 0.165 -0.81
C -12.996191 7.641553 34.156646 -0.368 -0.991 -0.084 -0.34
C -11.659736 7.312807 34.188101 0.963 -0.904 1.067 0.75
C -10.810928 8.070779 33.412558 1.001 -0.347 -0.080 -0.94
C -11.283557 9.032571 32.575830 -1.100 0.221 -0.620 -1.04
C -11.073604 6.217576 35.093398 0.700 0.384 -1.625 0.27
C -9.934851 5.434086 34.800413 1.082 -1.232 0.504 0.39
C -9.490070 4.436547 35.670284 -0.844 0.798 0.787 -1.94
N -10.115005 4.184255 36.867519 0.540 1.086 -1.805 0.45
C -11.105117 5.013987 37.174275 -0.691 0.003 0.863 -0.90
C -11.590952 6.014146 36.329590 0.022 -0.029 1.371 -0.31
C -9.499252 3.181180 37.768599 -1.030 0.719 0.156 -0.68
H -13.178144 11.201514 31.859724 0.304 0.037 -0.099 0.37
H -14.245019 9.988913 31.253703 0.255 -0.287 -0.326 0.35
H -12.569965 10.173477 30.509570 -0.245 -0.134 0.150 0.25
H -14.493773 8.845188 33.177232 -0.150 -0.199 -0.019 0.51
H -13.713052 7.037810 34.693318 -0.146 0.285 0.256 0.49
H -9.754535 7.849760 33.452137 0.215 0.273 0.012 0.81
H -10.592757 9.598089 31.968045 -0.325 0.204 -0.188 1.08
H -9.198962 5.470396 34.010770 -0.685 0.808 -0.901 0.42
H -8.570673 3.885891 35.536492 -0.005 0.042 -0.369 0.95
H -11.576581 4.877698 38.136330 0.192 0.042 0.220 0.62
H -12.219478 6.778522 36.762127 -0.546 -0.320 0.115 0.75
H -9.588249 2.222687 37.257270 0.396 0.067 0.259 0.15
H -10.098690 3.190541 38.678919 0.215 -0.212 0.041 0.36
H -8.490343 3.524527 37.997347 -0.006 -0.279 -0.094 0.35
C -7.797140 0.166545 30.790248 -0.712 -0.341 -2.133 -0.70
N -8.769552 -0.171627 31.848412 1.628 -0.096 0.233 0.54
C -9.256276 0.830803 32.576758 -0.414 -0.125 0.826 -0.55
C -9.983499 0.571722 33.718127 0.752 -0.018 -0.410 -0.79
C -10.284195 -0.751216 34.077742 0.010 0.415 -0.397 0.94
C -9.864321 -1.794302 33.244236 0.817 1.594 -0.757 -0.59
C -9.012803 -1.457167 32.126652 -2.671 -0.622 1.300 -0.47
C -11.054176 -1.005044 35.324614 -1.101 -1.310 0.033 0.47
C -10.640234 -0.440646 36.532086 0.138 -0.535 -0.245 -0.90
C -11.282824 -0.798083 37.703875 0.507 0.646 -0.721 -0.51
N -12.402102 -1.505920 37.631250 -1.060 -0.970 0.952 0.01
C -12.867749 -2.102644 36.532895 1.379 0.628 -1.451 -0.35
C -12.164491 -1.902537 35.343400 0.050 0.475 0.490 -0.76
C -13.247869 -1.636021 38.829062 0.272 0.932 1.137 -1.00
H -6.990428 -0.550626 30.638664 -0.153 -0.131 0.751 0.46
H -7.399083 1.181179 30.777139 -0.293 -0.053 0.843 -0.33
H -8.404478 0.080276 29.889251 -0.008 0.043 -0.316 0.52
H -9.034049 1.844326 32.277107 0.241 0.007 -0.205 0.54
H -10.129213 1.463280 34.309978 -0.720 -0.199 0.344 0.50
H -10.185989 -2.785301 33.528581 0.420 -0.317 -0.576 0.62
H -8.767062 -2.198135 31.380343 0.535 -0.039 0.069 0.41
H -9.754356 0.175594 36.488865 0.068 -0.050 0.482 0.94
H -10.961279 -0.544780 38.703292 0.045 0.301 -0.054 0.54
H -13.763939 -2.698338 36.624477 -0.003 -0.019 -0.058 0.52
H -12.561665 -2.402976 34.472639 0.266 0.089 -0.329 0.59
H -13.047805 -0.756333 39.440799 -0.274 0.157 -0.102 0.39
H -12.950304 -2.443855 39.497620 -0.298 -0.527 -0.576 0.33
H -14.288422 -1.598671 38.506620 0.151 -0.445 0.320 0.41
C 1.383030 6.860225 37.419309 -2.206 -0.315 0.547 -1.07
C 1.055364 5.499239 38.080751 0.928 0.004 -0.154 -0.84
C 0.385353 4.482006 37.153266 -1.289 0.727 -0.844 -0.05
C -1.078101 4.968470 36.742455 -0.253 -0.672 0.259 -1.46
P -2.009811 3.758296 35.717932 -0.136 1.003 -1.251 0.90
C -1.068215 3.442588 34.189979 0.839 1.231 0.689 -1.52
C -0.336650 4.739724 33.592697 -0.333 -1.317 0.139 -0.85
C 1.024555 4.388270 32.958575 -0.979 1.077 -0.538 -0.35
C 1.619970 5.659833 32.342442 0.441 0.343 -0.628 -1.40
C -2.075457 2.201923 36.547785 -0.361 0.565 2.186 -0.97
C -2.395852 2.216920 38.103225 0.421 -1.281 -1.480 -0.74
C -2.061093 0.802329 38.712911 -0.598 0.702 -0.852 -0.56
C -0.807554 0.098056 38.136282 -0.055 0.314 1.189 -1.10
C -3.683798 4.356997 35.163195 0.647 0.000 0.925 -0.88
C -3.524794 5.639225 34.313319 -1.078 0.016 1.010 -0.02
C -4.756409 6.561207 34.447160 0.498 0.986 -0.686 -1.41
C -5.853735 6.147410 33.507043 -0.468 -1.010 0.199 -0.14
H 1.684654 6.862108 36.371872 0.908 -0.296 0.326 0.28
H 1.914208 7.487263 38.135397 0.439 -0.046 -0.580 0.37
H 0.391232 7.306089 37.344150 -0.132 0.637 -0.012 0.30
H 0.440487 5.671594 38.964115 -0.235 0.094 -0.048 0.38
H 1.982366 5.112305 38.503890 0.016 -0.499 -0.254 0.42
H 0.220043 3.500555 37.597689 0.402 0.012 0.267 0.17
H 0.957268 4.348715 36.234981 0.222 -0.051 0.029 0.14
H -1.200774 5.948883 36.282208 0.543 -0.001 -0.067 0.71
H -1.655357 5.028865 37.665074 -0.168 0.042 0.178 0.85
H -1.639754 2.921216 33.422116 -0.246 0.153 0.097 0.68
H -0.373229 2.696924 34.576080 0.571 0.082 -0.317 0.60
H -0.237927 5.610346 34.241046 -0.086 -0.332 0.541 0.44
H -1.022527 5.065494 32.810679 0.245 0.197 -0.235 0.48
H 0.720781 3.696991 32.172478 0.698 -0.315 -0.125 0.33
H 1.758305 3.940745 33.628979 -0.313 -0.198 0.115 0.35
H 0.905060 6.322859 31.855191 -0.529 -0.226 0.081 0.34
H 2.326678 5.454902 31.538289 0.173 -0.308 0.166 0.40
H 2.147671 6.318489 33.032228 0.000 -0.304 0.370 0.31
H -1.037251 1.872052 36.510068 -0.284 -0.698 -0.639 0.45
H -2.866810 1.629115 36.064305 0.630 -0.610 -0.273 0.55
H -3.461902 2.424791 38.195031 0.135 0.302 0.523 0.37
H -1.752043 2.907183 38.648352 -0.327 0.399 -0.271 0.33
H -2.934647 0.152186 38.664915 -0.054 -0.027 -0.149 0.34
H -1.963724 1.102461 39.756248 0.456 -0.841 0.209 0.36
H -0.672046 -0.845505 38.664891 0.193 0.160 0.233 0.39
H 0.029227 0.759037 38.362087 0.393 -0.255 -0.038 0.30
H -0.725505 -0.193688 37.089260 -0.682 0.389 -0.144 0.31
H -4.247651 4.563792 36.072816 -0.008 0.337 0.213 0.69
H -4.247013 3.537566 34.716649 0.319 -0.146 -0.404 0.45
H -3.407328 5.381519 33.260755 0.582 0.141 0.072 -0.22
H -2.682739 6.165450 34.762893 0.203 0.169 -0.673 0.56
H -4.529562 7.546185 34.039160 0.745 0.284 0.474 0.27
H -5.027617 6.719158 35.490991 -0.282 -0.116 -0.069 0.42
H -6.715566 6.806990 33.405568 0.158 0.172 0.433 0.00
H -6.207236 5.171682 33.840328 -0.414 -0.310 -0.358 0.30
H -5.411306 6.039795 32.516705 -0.119 -0.129 -0.140 0.18
C -3.103653 15.384586 26.435716 -0.283 0.186 -0.758 -1.21
C -3.795304 15.874307 27.724781 1.444 -0.562 -0.855 -0.75
C -4.645105 14.789889 28.359492 -0.366 1.091 1.905 -0.95
C -5.712556 14.157064 27.479523 0.425 -0.358 0.864 -0.62
P -6.989880 13.353949 28.541130 0.904 -0.037 -0.656 0.89
C -6.171980 12.224256 29.761647 -1.355 -0.737 -1.148 -0.95
C -7.087093 11.822863 30.947955 0.666 0.079 0.598 -0.51
C -6.350673 10.786085 31.836741 -0.484 0.309 -0.458 -1.04
C -6.254454 9.392383 31.255686 0.146 -0.087 -0.918 -0.58
C -7.721841 14.627817 29.565884 -0.075 -0.153 -0.445 -1.17
C -8.042806 15.904016 28.795948 -0.581 -0.383 1.178 -0.77
C -8.886308 16.835919 29.735520 -0.170 0.029 -1.624 -0.56
C -9.112484 18.134011 28.992040 -0.351 0.551 0.114 -1.32
C -8.218777 12.517217 27.422170 -0.177 0.735 -1.514 -0.58
C -7.896813 12.348137 25.876650 0.148 -1.291 -0.174 -0.80
C -9.014913 11.518055 25.062199 1.494 -0.071 0.008 -0.47
C -8.322766 10.482709 24.119923 -0.545 0.517 0.074 -1.31
H -3.683149 15.710116 25.571810 -0.084 -0.109 -0.140 0.31
H -3.025374 14.300629 26.352067 -0.090 -0.156 0.289 0.28
H -2.096569 15.742399 26.221612 -0.049 0.303 0.507 0.37
H -4.371111 16.778442 27.527068 -0.184 -0.099 -0.052 0.34
H -3.015818 16.175206 28.424746 -0.170 -0.051 0.246 0.48
H -5.139797 15.347759 29.154577 -0.563 0.144 0.193 0.24
H -4.086178 14.113086 29.005752 0.483 -0.503 -0.782 0.45
H -5.244628 13.408384 26.840288 -0.338 0.083 -0.363 0.62
H -6.121525 15.006540 26.932499 -0.468 -0.470 -0.439 0.52
H -5.198646 12.638980 30.023785 -0.253 0.151 0.337 0.57
H -5.975161 11.310835 29.200371 0.289 -0.128 -0.142 0.35
H -8.045948 11.373420 30.689680 0.001 -0.191 -0.818 0.32
H -7.417862 12.711983 31.484761 0.498 0.046 0.381 0.52
H -6.895155 10.562870 32.754240 0.030 0.946 0.294 0.39
H -5.336107 11.121137 32.052375 -0.132 0.195 0.363 0.41
H -5.568053 9.255485 30.420090 0.858 0.142 0.430 0.44
H -7.149367 9.078847 30.718166 -0.779 -0.165 0.718 0.04
H -6.015917 8.791566 32.133311 0.044 -0.719 -0.639 0.08
H -7.030294 14.837057 30.382029 0.058 -0.092 0.068 0.66
H -8.619919 14.183115 29.994617 -0.163 0.108 0.130 0.64
H -8.579288 15.638251 27.885096 -0.680 0.147 0.063 0.43
H -7.133877 16.322320 28.363526 0.136 0.539 0.674 0.29
H -8.568079 17.021778 30.761320 0.932 -0.317 -0.224 0.48
H -9.891889 16.436832 29.868335 0.033 -0.627 -0.025 0.31
H -9.934729 18.020493 28.285559 -0.027 0.074 -0.026 0.34
H -8.250060 18.448737 28.404448 0.101 0.205 0.303 0.33
H -9.398333 18.890116 29.723277 0.083 0.310 -0.365 0.37
H -9.052114 13.199791 27.255585 -0.361 0.206 1.117 0.43
H -8.608147 11.581404 27.823099 0.166 0.045 0.202 -0.03
H -6.943368 11.841554 25.726914 -0.003 -0.467 0.196 0.45
H -7.685766 13.285025 25.361100 -0.506 0.343 0.359 0.47
H -9.661402 12.153122 24.456522 0.237 0.304 0.132 0.45
H -9.698401 10.955739 25.698391 0.096 0.113 0.449 0.29
H -7.916279 9.633271 24.668863 0.076 0.013 0.155 0.22
H -7.520761 10.916404 23.522610 0.019 0.151 0.135 0.38
H -9.048546 10.101321 23.401679 -0.048 -0.089 0.047 0.44
C -7.116113 -0.186890 26.390203 -1.322 0.697 -0.478 -1.59
C -7.878271 1.090390 26.887986 1.539 -1.418 0.959 0.43
C -8.236959 2.147249 25.879303 -0.317 -0.354 -0.360 -1.34
C -8.450899 3.563639 26.521520 -1.189 -1.046 -0.412 -0.09
P -7.138510 4.753808 26.339088 0.738 0.243 0.872 0.93
C -5.881073 4.402053 27.636540 0.010 0.548 -0.277 -1.29
C -6.255158 3.972925 29.078051 -0.444 -0.335 -0.559 1.55
C -5.060485 3.920326 30.052415 0.869 0.765 -0.759 -1.14
C -5.322797 3.485591 31.455543 -0.733 -0.518 0.491 0.18
C -6.297136 4.690662 24.681246 -0.564 -0.528 0.760 -0.75
C -5.292116 5.797526 24.422675 -1.049 1.615 -0.973 -0.80
C -4.055648 5.536512 23.613771 1.647 -1.314 0.663 -0.75
C -3.075495 4.649749 24.377625 0.252 -0.168 -0.075 -1.14
C -7.761225 6.470300 26.667706 -1.217 -1.039 -0.686 -1.19
C -8.661452 6.751518 27.892773 0.732 0.234 1.081 0.26
C -9.362143 8.101371 27.902552 0.215 1.205 0.232 -0.76
C -10.145741 8.429853 29.195970 -0.795 -1.355 -0.529 -0.87
H -7.785533 -0.846511 25.838048 -0.004 0.074 -0.204 0.41
H -6.795412 -0.784781 27.243294 0.390 0.244 -0.084 0.35
H -6.318140 0.123169 25.715510 0.288 -0.315 0.253 0.39
H -7.156521 1.498772 27.595376 -0.042 0.423 0.282 -0.24
H -8.713432 0.724385 27.485186 -0.378 0.349 -0.054 0.27
H -9.126433 1.788966 25.361059 -0.380 0.475 0.089 0.48
H -7.518271 2.108779 25.060708 0.381 0.500 0.137 0.51
H -8.652848 3.470343 27.588576 0.546 -0.186 0.403 -0.41
H -9.430696 3.946698 26.236298 0.176 0.456 -0.753 0.64
H -5.427561 5.390883 27.704648 0.545 0.057 0.003 0.67
H -5.175265 3.758349 27.111597 0.259 -0.229 0.376 0.72
H -6.815675 3.039937 29.019280 0.338 -0.414 0.127 -0.74
H -7.038444 4.642991 29.432417 0.163 0.357 0.329 -0.50
H -4.662944 4.925045 30.195933 -0.121 0.434 -0.520 0.37
H -4.190861 3.383895 29.672804 -0.211 -0.266 -0.499 0.57
H -5.362154 2.403698 31.582260 -0.325 -0.157 -0.119 0.37
H -6.262628 3.959153 31.739375 -0.024 -0.274 0.544 -0.55
H -4.527240 3.810391 32.126135 -0.059 0.163 -0.061 -0.10
H -7.125662 4.792345 23.980323 -0.037 -0.329 -0.163 0.59
H -5.837326 3.711848 24.544883 -0.229 -0.257 0.251 0.62
H -5.037586 6.324268 25.342384 0.228 0.106 -0.006 0.44
H -5.867164 6.462338 23.778116 -0.044 0.753 0.443 0.24
H -3.465026 6.436283 23.441501 -0.668 0.453 -0.018 0.37
H -4.168197 5.075211 22.632629 -0.708 0.146 -0.029 0.36
H -3.365631 3.601356 24.446873 -0.036 -0.112 -0.240 0.32
H -2.940934 4.983144 25.406625 0.153 0.258 0.062 0.25
H -2.126333 4.727117 23.847344 0.149 -0.385 0.311 0.39
H -8.406707 6.644909 25.806926 0.272 0.319 -0.501 0.52
H -6.873662 7.100750 26.614115 -0.199 0.245 0.051 0.60
H -7.970082 6.828980 28.731878 -0.015 -0.269 0.397 0.00
H -9.401514 6.014870 28.205460 0.182 -0.634 -0.540 -0.11
H -10.041857 8.321605 27.079393 -0.056 -0.554 -0.287 0.54
H -8.589322 8.859877 27.778042 0.191 0.205 0.032 0.20
H -10.997925 7.756105 29.285069 -0.434 -0.339 -0.486 0.27
H -10.627545 9.402850 29.099814 0.550 0.310 0.439 0.46
H -9.702522 8.146765 30.150697 0.844 0.829 -0.028 0.06
N -11.627005 -1.334836 30.102216 -0.958 -4.612 -2.291 0.83
O -11.949792 -2.469398 29.687430 0.758 0.473 -0.015 -0.65
O -10.661615 -0.750003 29.675426 3.710 1.877 -1.535 -0.51
O -12.297214 -0.819725 30.930918 -3.083 2.973 4.437 -0.59
N -7.671772 7.435698 36.728262 0.923 1.793 1.026 0.86
O -8.427029 6.910399 37.545172 -1.560 -1.738 0.476 -0.65
O -6.549868 7.780998 37.114200 0.176 -0.374 -0.926 -0.64
O -8.102988 7.745365 35.595326 -0.203 -0.368 -1.175 -0.46
N -9.663063 4.627970 31.174915 -4.760 0.211 -3.153 0.61
O -9.756382 3.817457 30.267771 -0.515 -2.093 -2.492 -0.50
O -10.571763 5.428041 31.370947 -2.866 1.968 0.126 -0.31
O -8.751354 4.648526 31.852150 7.840 -0.162 5.647 -0.47
```
Positions in Å, forces in eV/Å.

- Calculated total energy: -5482.034890 a.u.
- Frontier orbital gap: 3.87 eV
- Charge: +6
- HOMO energy: -16.89 eV